Here is a single C6H9Br2NO molecule from the Open Molecules 2025 dataset. Energies are from the ωB97M-V functional and the def2-TZVPD basis.

Last column: Mulliken charge in e.
Geometry (Å):
C: 0.626 0.312 1.860  0.808
C: 1.626 0.552 2.595  -0.758
C: -0.758 -0.884 0.394  -0.726
C: -0.228 0.012 -0.780  1.738
C: -0.989 1.314 -0.780  -1.455
C: -0.414 -0.712 -2.068  -1.963
N: 1.097 0.388 -0.451  -0.724
O: -0.547 -0.107 1.641  -0.319
Br: 1.649 0.084 4.537  -0.175
Br: 2.288 -1.001 -0.365  -0.070
H: 2.634 0.774 2.254  0.427
H: -1.828 -0.751 0.423  0.391
H: -0.411 -1.899 0.542  0.403
H: -1.970 1.068 -1.293  0.343
H: -0.499 1.915 -1.468  0.442
H: -1.117 1.829 0.182  0.319
H: 0.185 -0.377 -2.950  0.386
H: -1.403 -0.826 -2.272  0.501
H: 0.059 -1.691 -2.001  0.431

Properties
- Highest occupied orbital energy (alpha / beta): -8.189 / -8.661 eV
- Total charge: 0
- Frontier orbital gap (alpha / beta): 7.1919 / 7.8001 eV
- Energy relative to the best compared isomer or geometry (same formula, charge and spin): 82.4 kcal/mol
- Energy: -5511.84622 Eh



Here is a molecular structure, C6H9BrOS from the Open Molecules 2025 dataset. Energies are from the ωB97M-V functional and the def2-TZVPD basis.

Last column: Mulliken charge in e.
Geometry (Å):
C: -1.107 -0.300 0.117  0.467
C: -0.541 0.780 -0.050  -0.127
C: -0.289 3.319 2.556  -0.533
C: 2.139 1.326 0.004  -0.440
C: -0.070 -2.138 -1.929  -1.018
C: -0.949 -2.433 -0.564  -0.243
O: -1.729 -1.376 -0.200  -0.372
S: 0.508 1.894 0.741  -0.056
Br: 2.515 -0.211 1.025  -0.168
H: -0.833 2.542 3.129  0.233
H: -1.019 3.645 1.805  0.188
H: 2.661 2.173 0.494  0.253
H: -0.103 -2.978 -2.554  0.362
H: -0.569 -1.318 -2.362  0.308
H: 0.874 -1.848 -1.632  0.314
H: -0.109 -2.674 0.224  0.226
H: -1.571 -3.319 -0.655  0.337
H: 0.193 2.914 -0.150  0.269

Properties
- Highest occupied orbital energy: -8.080 eV
- Total charge: 0
- Frontier orbital gap: 7.3572 eV
- Energy relative to the best compared isomer or geometry (same formula, charge and spin): 177.1 kcal/mol
- Energy: -3281.05269 Eh



Here is 6 unconnected molecules or ions with the total composition C6H9Cl12N3O6 from the Open Molecules 2025 dataset. Energies are from the ωB97M-V functional and the def2-TZVPD basis.

Last column: Mulliken charge in e.
Geometry (Å):
C: -0.604 -2.745 -3.410  0.310
Cl: -0.545 -0.988 -3.127  -0.029
Cl: -1.944 -3.163 -4.512  -0.106
Cl: 0.903 -3.214 -4.225  -0.105
Cl: -0.837 -3.641 -1.938  -0.089
C: -4.493 1.683 -2.119  0.311
Cl: -3.002 1.529 -3.081  -0.048
Cl: -4.648 3.311 -1.521  -0.100
Cl: -5.898 1.209 -3.110  -0.105
Cl: -4.397 0.644 -0.677  -0.112
C: 2.217 -3.416 4.486  0.328
Cl: 3.928 -3.109 4.405  -0.074
Cl: 1.783 -4.787 3.464  -0.106
Cl: 1.732 -3.853 6.135  -0.110
Cl: 1.311 -1.967 3.961  -0.072
C: 3.301 0.348 0.932  -0.789
N: 3.254 -1.110 1.041  0.862
O: 4.259 -1.740 1.261  -0.514
O: 2.153 -1.607 0.914  -0.423
H: 2.828 0.805 1.798  0.279
H: 2.832 0.738 0.035  0.272
H: 4.343 0.665 0.925  0.341
C: 0.233 3.417 -0.964  -0.582
N: -0.256 4.362 -2.014  0.920
O: -0.850 3.871 -2.956  -0.496
O: -0.010 5.544 -1.860  -0.561
H: -0.094 2.423 -1.254  0.101
H: -0.269 3.581 -0.010  0.311
H: 1.294 3.578 -0.811  0.305
C: -1.458 -0.922 1.295  -0.501
N: -0.920 0.435 0.996  0.898
O: 0.084 0.820 1.535  -0.516
O: -1.572 1.061 0.193  -0.370
H: -0.904 -1.380 2.114  0.071
H: -1.285 -1.531 0.420  0.174
H: -2.470 -0.854 1.680  0.325

Properties
- Highest occupied orbital energy: -10.994 eV
- Total charge: 0
- SMILES string: C[N+](=O)[O-].C[N+](=O)[O-].C[N+](=O)[O-].ClC(Cl)(Cl)Cl.ClC(Cl)(Cl)Cl.ClC(Cl)(Cl)Cl
- Frontier orbital gap: 10.8640 eV
- Energy: -6371.69398 Eh



Across the entries above, max |F| takes the values 4.03 5.89 1.86 eV Å⁻¹, respectively.